ORCA calculation (the ωB97M-V functional and the def2-TZVPD basis) on a structure of composition C57H47ILuN5P2 in a non-equilibrium geometry.

Structure (XYZ):
```
113
C57H47ILuN5P2 (the ωB97M-V functional and the def2-TZVPD basis)
Lu 0.77 -0.07 -0.04
N -3.83 -0.96 -0.43
C -2.48 -0.93 -0.45
N -1.69 -0.06 0.09
C -2.28 0.90 0.95
N -1.61 1.71 1.68
N -0.24 1.53 1.53
C 0.49 2.33 2.21
C 1.96 2.22 2.13
C 2.73 2.90 3.06
C 4.11 2.70 3.11
C 4.63 1.91 2.09
C 3.81 1.25 1.17
N 2.47 1.37 1.22
C -3.73 0.87 1.08
C -4.41 1.79 1.89
C -5.78 1.75 2.08
C -6.52 0.76 1.44
C -5.87 -0.15 0.62
C -4.51 -0.05 0.40
H -4.35 -1.72 -0.84
H -2.07 -1.69 -1.12
H 0.01 3.06 2.83
H 2.17 3.49 3.75
H 4.77 3.15 3.84
H 5.73 1.86 2.00
H 4.27 0.65 0.42
H -3.82 2.50 2.38
H -6.21 2.42 2.78
H -7.59 0.55 1.54
H -6.48 -0.84 0.03
I 3.39 0.23 -2.33
C 3.11 1.15 -4.26
C 4.07 0.82 -5.18
C 4.26 1.57 -6.38
C 3.51 2.70 -6.52
C 2.57 3.10 -5.55
C 1.82 4.30 -5.77
C 0.89 4.73 -4.90
C 0.58 3.89 -3.82
C 1.19 2.70 -3.55
P 0.20 1.74 -2.29
C -1.34 1.33 -3.15
C -1.54 0.00 -3.44
C -2.66 -0.38 -4.18
C -3.55 0.58 -4.61
C -3.36 1.91 -4.32
C -2.27 2.31 -3.59
C -0.24 3.09 -1.16
C -1.52 3.43 -0.76
C -1.74 4.55 0.02
C -0.66 5.31 0.48
C 0.63 4.95 0.14
C 0.85 3.85 -0.71
C 2.26 2.29 -4.40
H 4.78 -0.02 -5.03
H 4.99 1.32 -7.11
H 3.65 3.40 -7.30
H 2.14 4.82 -6.67
H 0.49 5.73 -4.94
H -0.21 4.19 -3.20
H -0.82 -0.76 -3.17
H -2.82 -1.44 -4.37
H -4.42 0.34 -5.23
H -4.12 2.62 -4.66
H -2.11 3.38 -3.36
H -2.39 2.82 -1.05
H -2.78 4.82 0.26
H -0.94 6.17 1.06
H 1.39 5.61 0.51
H 1.86 3.67 -1.04
C -2.26 -1.50 3.11
C -1.33 -2.23 4.02
C -1.77 -2.69 5.29
C -0.98 -3.38 6.19
C 0.32 -3.65 5.86
C 0.81 -3.26 4.61
C 0.00 -2.59 3.66
P 0.61 -2.26 1.99
C 2.39 -2.78 2.15
C 3.28 -1.77 2.57
C 4.62 -1.99 2.74
C 5.14 -3.26 2.45
C 4.28 -4.27 2.09
C 2.89 -4.07 1.94
C 2.02 -5.29 1.63
C -0.30 -3.43 0.85
C -1.21 -4.44 1.21
C -1.87 -5.21 0.26
C -1.74 -4.82 -1.06
C -0.85 -3.87 -1.46
C -0.12 -3.19 -0.49
C 0.88 -2.20 -0.95
H -3.10 -1.09 3.65
H -2.73 -2.19 2.44
H -1.76 -0.74 2.54
H -2.80 -2.55 5.62
H -1.29 -3.64 7.19
H 1.02 -4.18 6.55
H 1.87 -3.44 4.42
H 2.87 -0.82 2.86
H 5.25 -1.24 3.21
H 6.23 -3.45 2.53
H 4.65 -5.28 1.95
H 2.52 -6.16 2.02
H 1.77 -5.45 0.57
H 1.03 -5.19 2.13
H -1.23 -4.75 2.23
H -2.47 -6.01 0.59
H -2.28 -5.31 -1.86
H -0.71 -3.63 -2.51
H 0.85 -2.23 -2.03
H 1.89 -2.54 -0.67
```

Summary:
Energy relative to the best compared isomer or geometry (same formula, charge and spin) in kcal/mol: 0.0
Gap between HOMO and LUMO in eV: 6.6
HOMO in eV: -12.364
Net charge: +2
Multiplicity: 1

Atom charges from the Löwdin analysis, given in e for atoms 1 to 5:
1. Lu 1.381
2. N 0.171
3. C -0.134
4. N 0.041
5. C -0.336